[1]
C20H6BrCl4N3O2Rh | the ωB97M-V functional and the def2-TZVPD basis

**E_HOMO (alpha / beta)**: -4.91 / -5.49 eV
**Orbital gap (alpha / beta)**: 7.128 / 5.693 eV
**LUMO level (alpha / beta)**: 2.222 / 0.202 eV
**Total charge**: -1
**Expectation value of S²**: 6.031
**Spin multiplicity**: 5
**Total energy**: -152542.6509 eV

Geometry (Å):
Rh  -0.31670  -0.99906  -0.05026
Br  -1.87872  -1.28808  -2.13888
Cl  -0.34632  -0.38614  6.94093
Cl  -4.07797  -1.86817  3.31288
Cl  1.71287  0.10096  4.63907
Cl  -3.21587  -1.38755  6.27430
O  -1.90642  -1.29628  1.40460
O  0.59872  -0.52245  1.99104
N  4.47726  -2.91685  -3.24186
N  1.01086  -2.52314  -0.49436
N  4.67696  -4.53838  0.89531
C  0.90573  3.19112  -0.66485
C  2.10655  -2.85825  -0.69765
C  3.98701  -3.08348  -2.20963
C  -0.38688  2.61685  -2.62097
C  -0.21275  -0.69035  2.93037
C  4.10209  -3.97413  0.06779
C  -0.92387  2.95409  -3.88504
C  0.39409  3.53531  -1.88406
C  0.67487  1.90655  -0.13194
C  -1.95130  0.78962  -4.05574
C  -2.48135  -1.33652  3.68720
C  -1.58224  -1.12946  2.61611
C  -1.43869  0.45781  -2.83637
C  -1.68089  2.06285  -4.58992
C  0.12269  -0.45577  4.29503
C  -0.07474  0.96673  -0.80147
C  3.39113  -3.29412  -0.94709
C  -0.63150  1.32568  -2.06394
C  -0.78998  -0.66746  5.30191
C  -2.09962  -1.11710  4.99594
H  -2.55896  0.08384  -4.60540
H  1.50421  3.90212  -0.10695
H  1.11159  1.65249  0.82747
H  -2.07970  2.32927  -5.56039
H  0.57959  4.51464  -2.31110
H  -0.72177  3.94280  -4.28208

Charge distribution, Löwdin scheme, values in e: 0.86, 0.81, 0.67, 0.70, 0.72, 0.67, -0.14, -0.07, 0.11, 0.02, 0.11, -0.09, -0.17, -0.26, -0.18, -0.37, -0.26, -0.05, -0.05, -0.12, -0.14, -0.62, -0.37, -0.55, -0.09, -0.61, -0.19, -0.29, -0.23, -0.71, -0.70, 0.09, 0.10, 0.08, 0.10, 0.10, 0.11

=====

[2]
C8H9NO2 | the ωB97M-V functional and the def2-TZVPD basis

**E_HOMO**: -9.46 eV
**Orbital gap**: 9.948 eV
**LUMO level**: 0.488 eV
**Total charge**: 0
**SMILES string**: Cc1cccc(C)c1[N+](=O)[O-]
**Total energy**: -14023.5362 eV

Geometry (Å):
O  -0.28781  0.51663  2.60242
O  -1.32220  -1.30148  2.00587
N  -0.62992  -0.33562  1.86113
C  -0.72001  0.39391  -1.79183
C  1.58777  0.09581  -1.12900
C  -2.54644  0.12210  -0.20398
C  -0.17625  -0.17149  0.40677
C  1.17299  -0.09648  0.23860
C  0.65166  0.34932  -2.11498
C  -1.11521  -0.02133  -0.55668
C  2.22321  -0.26622  1.30976
H  1.04498  0.60441  -3.06414
H  -3.04790  0.53099  -1.14601
H  -1.54178  0.68278  -2.52265
H  3.07507  -0.78313  0.83676
H  -3.02501  -0.83547  -0.05491
H  -2.71016  0.89311  0.66671
H  1.96939  -0.89546  2.18507
H  2.66323  -0.04869  -1.34305
H  2.73438  0.56631  1.81415

Charge distribution, Löwdin scheme, values in e: 0.12, 0.11, -0.38, -0.04, -0.02, -0.04, -0.09, -0.18, -0.06, -0.27, -0.05, 0.09, 0.09, 0.13, 0.08, 0.08, 0.13, 0.09, 0.12, 0.09